# C33H37EuN10O4S2Si

A structure of composition C33H37EuN10O4S2Si in a non-equilibrium geometry (ωB97M-V/def2-TZVPD, the OMol25 dataset).

```
88
Properties=species:S:1:pos:R:3:forces:R:3:mulliken_spin:R:1
Eu 0.23966 -0.05032 -0.15142 0.480 1.277 0.188 4.03
O -1.88015 -0.18079 -1.10044 -0.397 -0.082 0.337 0.00
N -1.89539 -1.07998 -2.06832 0.208 -0.207 -0.929 0.00
C -2.82828 -2.04029 -2.07280 -0.470 -0.399 0.087 0.00
C -2.90427 -2.96597 -3.08248 0.093 0.087 0.006 0.00
C -1.99151 -2.89391 -4.13732 -0.014 0.079 0.143 0.00
C -1.02701 -1.91782 -4.11755 -0.135 -0.078 0.145 0.00
C -0.94690 -1.00919 -3.05219 -0.126 0.324 -0.041 0.00
S 0.24582 0.19951 -2.93427 0.510 0.152 -0.375 -0.01
H -3.49937 -2.04279 -1.22700 0.087 0.090 0.060 0.00
H -3.65615 -3.73684 -3.03237 -0.059 -0.011 0.008 0.00
H -2.03654 -3.60356 -4.94937 -0.001 -0.051 -0.064 0.00
H -0.28778 -1.81622 -4.89712 0.012 -0.046 -0.015 0.00
C -4.78287 1.72309 2.56898 -0.340 0.301 0.126 -0.01
N -3.54836 1.00492 2.43295 0.433 -0.296 -0.720 0.00
C -2.78926 0.84272 1.34254 0.003 -0.148 0.092 0.00
N -1.64860 0.26020 1.66948 -0.263 0.164 -0.287 0.00
C -1.77235 0.07319 3.00847 -0.078 0.148 -0.139 0.00
N -2.89800 0.52421 3.49399 -0.081 -0.193 1.066 0.00
C -4.56084 3.21897 2.52732 0.099 0.009 0.078 -0.05
C -5.61172 4.06392 2.19184 0.048 -0.157 0.044 0.13
C -5.43614 5.43846 2.19371 0.108 0.248 0.029 -0.05
C -4.20199 5.98666 2.48372 -0.350 0.206 -0.085 0.11
C -3.13863 5.14385 2.79587 1.069 0.287 0.177 -0.01
C -3.32939 3.76504 2.84576 -0.091 -0.404 0.024 0.10
C -1.81847 5.68296 3.01861 -1.580 -1.843 -0.124 0.33
N -1.44665 6.92694 2.94295 2.070 2.307 0.088 0.01
N -0.12492 6.95999 3.13303 -2.942 4.546 -0.899 0.35
C 0.27253 5.73293 3.31721 5.053 -4.287 0.952 0.41
O -0.76475 4.86562 3.26076 -0.702 -1.794 0.167 0.05
C 1.63401 5.28251 3.48226 -4.191 1.265 -0.470 -0.01
C 2.66286 6.22014 3.41937 1.697 0.878 0.007 0.23
C 3.97327 5.79094 3.50729 -0.690 0.728 -0.088 -0.09
C 4.25699 4.44204 3.63967 0.585 -0.224 0.024 0.31
C 3.23641 3.49686 3.70614 -1.218 -0.105 -0.089 -0.10
C 3.63400 2.04652 3.83344 0.554 0.244 0.191 0.00
N 2.62639 1.11981 3.40015 -0.684 0.100 -0.621 0.00
C 1.83826 1.19110 2.32369 0.043 -0.184 0.265 0.03
N 1.12943 0.07878 2.21645 0.359 0.219 0.174 0.00
C 1.54735 -0.66141 3.27250 0.057 0.275 -0.056 0.00
N 2.44671 -0.05729 4.00551 0.267 -0.629 0.737 0.00
C 1.91916 3.92666 3.64436 0.936 -1.728 0.223 0.22
H -5.21407 1.44204 3.53535 0.070 -0.082 -0.204 0.00
H -5.46941 1.41695 1.77424 0.070 0.017 0.117 0.00
H -3.08011 1.10395 0.34511 -0.121 0.097 -0.202 0.00
H -1.04137 -0.40862 3.62447 0.122 -0.041 0.071 0.00
H -6.56856 3.63661 1.93364 -0.169 -0.007 -0.033 0.01
H -6.26900 6.08171 1.96006 -0.076 0.102 -0.068 0.00
H -4.03655 7.05135 2.47162 -0.045 0.145 -0.043 0.00
H -2.50117 3.13983 3.14495 0.047 -0.132 -0.046 0.00
H 2.41210 7.25889 3.28171 0.057 0.136 0.013 0.02
H 4.77982 6.50491 3.45184 0.065 0.088 -0.007 0.00
H 5.28246 4.10759 3.68161 0.150 -0.012 -0.010 0.02
H 3.87664 1.80009 4.87347 -0.089 -0.020 -0.207 0.00
H 4.53570 1.87744 3.23010 -0.078 0.027 0.173 0.00
H 1.80702 2.02477 1.65204 0.052 0.127 -0.074 -0.03
H 1.17313 -1.64075 3.49716 -0.028 -0.219 0.033 0.00
H 1.09700 3.22918 3.70013 -0.005 -0.081 0.034 0.01
C -0.68050 4.74803 -0.62566 0.030 -0.134 0.076 -0.01
C 0.83776 4.57542 -0.71784 -0.083 -0.316 -0.001 0.00
C 0.95538 3.09806 -1.06893 0.640 0.401 -0.250 0.00
O -0.05077 2.46481 -0.25977 0.225 0.068 0.028 0.00
C -1.18719 3.32851 -0.30009 -0.645 0.192 0.174 -0.02
H -1.08692 5.08256 -1.57845 -0.032 0.029 0.004 0.00
H -0.96641 5.46658 0.13980 -0.073 0.055 0.011 0.01
H 1.31740 4.78060 0.24095 0.027 -0.023 0.029 0.00
H 1.28786 5.21054 -1.47471 0.064 0.063 -0.044 0.00
H 1.91543 2.63536 -0.83234 -0.256 0.100 -0.037 0.00
H 0.73200 2.92928 -2.13063 -0.053 -0.032 0.128 0.00
H -1.67414 3.27745 0.67779 0.060 -0.028 -0.098 0.01
H -1.89213 2.97619 -1.06346 0.130 -0.059 0.066 0.00
C 4.88163 2.03578 -0.48436 -0.482 -0.653 -0.043 -0.01
Si 3.88343 0.39395 -0.66044 1.735 -0.290 -0.567 0.00
C 4.70857 -0.92644 0.45732 -0.375 0.554 -0.394 0.00
C 4.01605 -0.19559 -2.47342 -0.062 0.231 0.715 0.00
O 2.36904 0.61224 -0.24659 -1.352 -0.134 0.041 -0.01
H 5.94185 1.87116 -0.64296 0.266 -0.104 -0.035 0.00
H 4.76511 2.48594 0.50050 -0.064 0.037 0.206 0.01
H 4.56326 2.77200 -1.21746 -0.130 0.139 -0.162 0.00
H 5.75887 -1.07688 0.23150 0.247 0.016 -0.109 0.00
H 4.20245 -1.87776 0.31961 -0.130 -0.200 -0.032 0.00
H 4.63207 -0.67030 1.51181 -0.042 0.096 0.212 0.00
H 5.03805 -0.24400 -2.83398 0.282 0.006 -0.019 0.00
H 3.45542 0.46191 -3.13357 -0.096 0.125 -0.074 0.00
H 3.58183 -1.18816 -2.56868 -0.100 -0.156 0.000 0.00
S -1.76688 -3.51153 1.36874 -0.729 -0.368 0.621 0.00
C -0.64208 -2.79722 0.50805 0.689 0.040 -0.714 0.00
N 0.18814 -2.28961 -0.16746 -0.071 -0.867 0.286 0.00
```
Positions in Å, forces in eV/Å.

Values from the calculation:
multiplicity = 7
highest occupied orbital energy (alpha / beta) = -5.6 / -7.7 eV
energy relative to the best compared isomer or geometry (same formula, charge and spin) = 115.26 kcal per mole
net charge = 0
max |F| = 6.7 eV Å⁻¹
LUMO energy (alpha / beta) = -0.5 / -3.9 eV